No. 1
C38H33Cl2N11OTi | wB97M-V/def2-TZVPD

Each line ends with the Mulliken charge.
Cartesian coordinates (Å):
Ti: 0.109 0.093 0.190  -0.030
C: 2.466 1.112 -2.156  -1.192
C: 1.305 2.049 -2.041  0.715
C: 1.233 3.138 -2.895  -0.779
C: 0.209 4.045 -2.769  -0.878
C: -0.712 3.867 -1.749  -0.877
C: -0.598 2.771 -0.929  0.622
N: 0.364 1.824 -1.095  0.830
C: -1.540 2.512 0.179  0.312
C: -2.547 3.364 0.581  -0.765
C: -3.419 2.957 1.576  -1.358
C: -3.253 1.710 2.153  -0.793
C: -2.200 0.918 1.749  0.219
N: -1.340 1.326 0.791  0.917
C: -1.808 -0.353 2.395  0.923
C: -2.568 -0.973 3.358  -0.992
C: -2.024 -2.029 4.070  -0.802
C: -0.708 -2.369 3.850  -0.941
C: 0.018 -1.721 2.863  0.495
C: 1.491 -2.011 2.758  -1.014
N: -0.561 -0.787 2.064  0.872
H: 3.389 1.674 -2.287  0.646
H: 2.346 0.458 -3.023  0.327
H: 2.568 0.519 -1.260  -0.265
H: 2.004 3.268 -3.645  0.542
H: 0.135 4.895 -3.438  0.463
H: -1.512 4.580 -1.599  0.449
H: -2.657 4.339 0.127  0.493
H: -4.218 3.609 1.903  0.463
H: -3.922 1.379 2.936  0.442
H: -3.572 -0.627 3.563  0.478
H: -2.608 -2.545 4.823  0.482
H: -0.218 -3.121 4.456  0.549
H: 1.986 -1.573 3.626  0.358
H: 1.934 -1.590 1.870  -0.271
H: 1.688 -3.081 2.778  0.484
C: -4.255 -2.945 -1.907  -0.880
N: -3.250 -1.901 -1.599  0.748
C: -2.149 -1.995 -0.868  -0.462
N: -1.438 -0.874 -0.957  0.765
C: -2.228 -0.107 -1.793  -0.883
N: -3.319 -0.693 -2.206  -0.861
C: -4.238 -3.306 -3.374  0.884
C: -5.407 -3.342 -4.117  -0.835
C: -5.359 -3.633 -5.477  -0.732
C: -4.146 -3.859 -6.105  -0.900
C: -2.972 -3.817 -5.357  -0.059
C: -3.026 -3.560 -3.995  -0.227
C: -1.668 -3.988 -6.004  0.643
N: -1.368 -4.087 -7.246  -0.469
N: 0.038 -4.159 -7.305  -0.464
C: 0.447 -4.100 -6.093  0.586
O: -0.572 -3.990 -5.208  -0.231
C: 1.811 -4.112 -5.554  0.004
C: 2.909 -4.056 -6.410  -0.946
C: 4.187 -4.049 -5.878  -0.685
C: 4.380 -4.097 -4.501  -0.920
C: 3.287 -4.169 -3.651  0.732
C: 3.476 -4.302 -2.161  -1.069
N: 2.523 -3.464 -1.402  0.800
C: 2.396 -2.143 -1.415  -0.556
N: 1.417 -1.769 -0.600  0.800
C: 0.967 -2.977 -0.127  -1.134
N: 1.605 -4.023 -0.579  -0.982
C: 2.004 -4.175 -4.181  0.109
H: -5.229 -2.569 -1.609  0.471
H: -4.005 -3.797 -1.278  0.214
H: -1.887 -2.888 -0.322  0.351
H: -1.968 0.886 -2.116  0.763
H: -6.362 -3.135 -3.643  0.409
H: -6.276 -3.664 -6.054  0.418
H: -4.094 -4.061 -7.169  0.543
H: -2.102 -3.531 -3.428  0.703
H: 2.748 -4.018 -7.481  0.537
H: 5.045 -4.004 -6.539  0.417
H: 5.388 -4.096 -4.096  0.434
H: 4.486 -4.041 -1.861  0.444
H: 3.279 -5.315 -1.829  0.307
H: 3.026 -1.511 -2.018  0.465
H: 0.166 -3.079 0.589  0.790
H: 1.142 -4.251 -3.527  0.655
Cl: 4.452 1.927 0.618  -0.096
C: 3.539 0.938 1.728  -0.350
Cl: 1.766 1.291 1.659  0.044
H: 3.844 1.163 2.737  0.462
H: 3.676 -0.103 1.486  0.125

Results
- DFT total energy (a.u.) = -3914.90702
- E_HOMO (alpha / beta) (eV) = -12.6 / -11.2
- frontier orbital gap (alpha / beta) (eV) = 6.89 / 5.37
- net charge = +2



No. 2
C38H33FFeN9O5S | wB97M-V/def2-TZVPD

Each line ends with the Mulliken charge.
Cartesian coordinates (Å):
Fe: 0.025 -0.057 -0.295  0.651
O: -3.583 -1.241 -1.435  -0.727
C: -2.485 -0.729 -1.313  0.067
N: -1.913 -0.158 -0.228  0.882
C: -2.520 0.129 0.956  -0.059
O: -3.659 0.478 1.178  -0.690
C: -1.528 -0.058 2.095  0.303
C: -1.951 -0.037 3.412  -0.723
C: -1.058 -0.418 4.400  -0.489
C: 0.217 -0.825 4.033  -0.957
C: 0.569 -0.780 2.695  -0.546
N: -0.274 -0.381 1.747  0.613
C: -1.520 -0.693 -2.491  0.426
C: -1.906 -1.124 -3.744  -0.943
C: -1.023 -0.957 -4.801  -0.430
C: 0.206 -0.364 -4.566  -0.934
C: 0.531 0.018 -3.272  -0.309
N: -0.313 -0.149 -2.261  0.821
H: -2.971 0.254 3.621  0.577
H: -1.353 -0.410 5.442  0.426
H: 0.936 -1.156 4.770  0.462
H: 1.565 -1.048 2.362  0.532
H: -2.889 -1.559 -3.861  0.565
H: -1.295 -1.277 -5.799  0.453
H: 0.914 -0.200 -5.366  0.464
H: 1.490 0.451 -3.018  0.574
N: 0.264 4.195 0.427  -0.075
C: -0.752 4.246 -0.494  0.291
C: -1.466 5.325 -1.001  -1.406
C: -2.440 5.038 -1.931  -0.434
C: -2.684 3.716 -2.326  -1.166
C: -1.967 2.656 -1.815  0.193
C: -0.963 2.919 -0.878  0.027
N: -0.070 2.083 -0.184  0.542
C: 0.637 2.899 0.584  0.502
C: 1.775 2.620 1.474  -0.113
C: 2.525 3.592 2.079  -0.709
S: 3.834 2.894 2.911  -0.182
C: 3.288 1.343 2.415  -0.302
N: 2.217 1.344 1.696  0.217
H: 0.658 4.979 0.914  0.240
H: -1.270 6.338 -0.675  0.419
H: -3.027 5.840 -2.357  0.398
H: -3.466 3.519 -3.047  0.466
H: -2.202 1.660 -2.129  0.437
H: 2.390 4.661 2.065  0.319
H: 3.830 0.450 2.690  0.435
C: 4.394 -5.927 2.011  -1.036
C: 4.099 -5.716 0.533  -1.095
N: 2.988 -4.790 0.310  0.278
C: 3.264 -3.484 0.070  0.080
C: 2.348 -2.506 -0.154  -0.064
C: 2.889 -1.107 -0.470  0.100
O: 4.116 -1.001 -0.505  -0.848
O: 2.035 -0.205 -0.681  -0.616
C: 0.963 -2.855 -0.156  0.256
O: 0.016 -2.088 -0.379  -0.394
C: 0.656 -4.264 0.138  0.625
C: -0.681 -4.661 0.173  -0.612
C: -0.994 -5.968 0.413  0.230
F: -2.291 -6.353 0.383  -0.354
C: -0.008 -6.928 0.665  -1.375
C: 1.316 -6.533 0.641  -1.150
C: 1.670 -5.206 0.358  0.747
N: -0.302 -8.298 0.937  0.291
C: -0.017 -9.217 -0.152  -0.510
C: 0.138 -10.623 0.396  -0.704
N: -1.129 -10.996 1.119  -0.153
C: -1.447 -10.005 2.210  -0.996
C: -1.559 -8.627 1.586  -0.607
H: 5.207 -6.643 2.135  0.386
H: 3.519 -6.303 2.542  0.308
H: 4.693 -4.989 2.476  0.337
H: 3.875 -6.657 0.031  0.460
H: 4.966 -5.294 0.027  0.488
H: 4.311 -3.205 0.037  0.577
H: -1.456 -3.929 -0.019  0.678
H: 2.068 -7.270 0.886  0.605
H: 0.908 -8.934 -0.649  0.471
H: -0.815 -9.203 -0.915  0.233
H: 0.938 -10.664 1.132  0.362
H: 0.310 -11.360 -0.386  0.393
H: -1.063 -11.941 1.497  0.348
H: -1.902 -10.994 0.448  0.401
H: -0.629 -10.054 2.927  0.367
H: -2.377 -10.316 2.681  0.437
H: -1.770 -7.909 2.376  0.508
H: -2.413 -8.611 0.894  0.443

Results
- DFT total energy (a.u.) = -4098.57142
- E_HOMO (eV) = -9.0
- frontier orbital gap (eV) = 5.80
- net charge = +1



No. 3
C38H34BClF4N4NaO2PS | wB97M-V/def2-TZVPD

Each line ends with the Mulliken charge.
Cartesian coordinates (Å):
Na: 0.012 -0.895 1.016  0.752
C: -2.792 -1.008 6.097  -0.396
C: -2.419 -0.140 5.081  -0.767
C: -1.928 -0.640 3.884  0.054
C: -1.801 -2.012 3.704  -0.298
C: -2.174 -2.887 4.722  -0.439
C: -2.668 -2.382 5.912  -0.480
N: -1.285 -2.423 2.440  0.957
N: -1.123 -3.646 2.306  -0.698
C: -0.604 -4.070 1.039  -0.331
C: -0.700 -5.455 0.868  -0.340
C: -0.289 -6.028 -0.321  -0.509
C: 0.235 -5.196 -1.308  -0.665
C: 0.336 -3.824 -1.091  -0.498
C: -0.076 -3.179 0.088  0.300
H: -3.173 -0.619 7.034  0.357
H: -2.499 0.932 5.210  0.467
H: -1.640 0.042 3.089  0.291
H: -2.059 -3.950 4.561  0.393
H: -2.955 -3.061 6.707  0.336
H: -1.103 -6.054 1.679  0.393
H: -0.360 -7.099 -0.476  0.319
H: 0.580 -5.624 -2.246  0.373
H: 0.772 -3.225 -1.890  0.514
N: -0.620 0.925 -3.464  0.291
P: -0.144 0.902 -1.774  0.278
C: 1.673 0.752 -1.955  0.583
C: 2.357 -0.145 -1.147  0.053
C: 3.735 -0.295 -1.272  -0.705
C: 4.429 0.445 -2.213  -0.669
C: 3.752 1.344 -3.032  -0.654
C: 2.384 1.495 -2.900  -0.219
C: -0.300 2.722 -1.575  0.416
C: 0.679 3.472 -0.927  -0.784
C: 0.490 4.823 -0.685  -0.414
C: -0.676 5.453 -1.096  -0.710
C: -1.659 4.719 -1.743  -0.657
C: -1.473 3.362 -1.973  -0.562
C: -1.013 -0.195 -4.136  0.285
C: -1.549 -0.128 -5.438  -1.027
C: -1.935 -1.299 -6.048  -0.284
C: -1.797 -2.509 -5.369  -0.959
C: -1.262 -2.470 -4.094  -0.008
N: -0.865 -1.354 -3.491  0.190
H: -0.653 1.799 -3.964  0.314
H: 1.849 -0.745 -0.403  0.108
H: 4.249 -0.968 -0.601  0.517
H: 5.503 0.333 -2.303  0.363
H: 4.294 1.932 -3.764  0.393
H: 1.857 2.207 -3.527  0.325
H: 1.583 2.985 -0.583  0.480
H: 1.254 5.376 -0.152  0.397
H: -0.825 6.508 -0.898  0.355
H: -2.581 5.195 -2.054  0.387
H: -2.261 2.793 -2.453  0.369
H: -1.654 0.830 -5.932  0.382
H: -2.348 -1.274 -7.050  0.383
H: -2.095 -3.448 -5.814  0.407
H: -1.134 -3.379 -3.513  0.180
F: 2.013 -1.375 2.108  -0.055
B: 3.347 -1.443 2.596  0.262
F: 4.173 -0.650 1.762  -0.414
F: 3.388 -0.939 3.901  -0.423
F: 3.793 -2.769 2.566  -0.395
C: -3.329 -2.371 -0.557  -0.302
S: -3.467 -0.705 0.107  0.036
C: -3.755 0.168 -1.440  -0.497
H: -4.259 -2.675 -1.041  0.460
H: -3.115 -3.034 0.277  0.135
H: -2.488 -2.432 -1.246  -0.265
H: -2.935 -0.025 -2.135  -0.241
H: -3.788 1.232 -1.214  0.242
H: -4.701 -0.131 -1.897  0.479
Cl: 5.308 5.106 3.403  -0.288
C: 3.824 4.265 2.979  0.500
C: 3.891 2.975 2.485  -0.939
C: 2.709 2.331 2.140  0.207
C: 1.483 2.963 2.309  -0.067
C: 1.445 4.251 2.829  -0.448
C: 2.615 4.919 3.157  -0.653
C: 0.189 2.249 1.927  0.170
O: -0.867 2.673 2.421  -0.866
O: 0.341 1.267 1.150  -0.374
H: 4.839 2.467 2.376  0.501
H: 2.740 1.321 1.750  0.485
H: 0.476 4.715 2.970  0.465
H: 2.600 5.927 3.551  0.394

Results
- DFT total energy (a.u.) = -3624.67940
- E_HOMO (eV) = -2.1
- frontier orbital gap (eV) = 5.89
- ΔE to the lowest compared entry with this formula, charge and spin (kcal/mol) = 0.0
- net charge = -2